14
Properties=species:S:1:pos:R:3 method="wB97M-V/def2-TZVPD" molar_mass_g_mol=101.109 total_energy_ev=-9738.039 charge=0 e_homo_ev=-6.992 e_above_lowest_kj_mol=481.8
C 0.325 1.807 -0.064
C -1.269 -0.286 -0.038
C -0.106 0.373 -0.169
N 1.640 -1.115 0.159
O -2.503 0.039 0.189
N 0.551 -0.731 -0.571
N -0.749 -1.481 -0.315
H -3.022 -0.780 0.150
H 2.233 -0.366 0.515
H 2.117 -1.893 -0.288
H -0.574 -2.081 0.490
H 0.894 1.959 0.860
H 1.002 2.079 -0.879
H -0.538 2.476 -0.039